Entry 1:
The molecule C6H10. Source: the OMol25 dataset; level of theory: wB97M-V/def2-TZVPD.

## Properties
- Kohn-Sham gap: 10.27 eV
- Charge: 0
- LUMO energy: 0.047 Eh
- Structure (SMILES): C[C@@H]1C=CCC1
- Relative energy (zero: lowest compared OMol25 entry of this formula, charge and spin): 0.493 eV
- Spin multiplicity: 1
- HOMO energy: -9.0 eV

CARTESIAN COORDINATES (ANGSTROEM)
C -0.57621 -1.47153 -1.32628
C -0.20945 -0.10550 -0.71080
C 1.24156 -0.02828 -0.24852
C 1.36002 0.65052 0.89674
C 0.07580 1.38026 1.20222
C -0.88234 0.29186 0.62847
H -0.20811 -2.31736 -0.73146
H -0.13894 -1.57196 -2.32903
H -1.65874 -1.60097 -1.45106
H -0.45494 0.65900 -1.46527
H 2.05417 -0.53491 -0.75926
H 2.19988 0.62746 1.57858
H -0.11599 1.67710 2.24268
H 0.06197 2.33078 0.62367
H -1.92030 0.61690 0.57336
H -0.82838 -0.60337 1.27596



Entry 2:
A structure of composition C4H5MnO at a distorted geometry. Source: the OMol25 dataset; level of theory: wB97M-V/def2-TZVPD.

## Properties
- Kohn-Sham gap (alpha / beta): 5.51 / 5.53 eV
- Charge: +1
- LUMO energy (alpha / beta): -0.251 / -0.250 Eh
- Relative energy (zero: lowest compared OMol25 entry of this formula, charge and spin): 1.484 eV
- Spin multiplicity: 6
- HOMO energy (alpha / beta): -12.3 / -12.3 eV

CARTESIAN COORDINATES (ANGSTROEM)
H -1.12765 0.81175 -0.78781
C 1.03605 1.41575 -1.29934
C -0.05217 0.80611 -0.93364
C 1.20590 -0.02835 -0.92658
H 1.53197 2.30430 -1.67757
H 1.58267 -0.31664 0.08630
H 1.35435 -0.79574 -1.69893
C -1.26758 -0.64647 1.75869
O -0.87778 -1.83223 1.93979
Mn -2.83090 -1.87248 1.47420
H -0.55486 0.15401 2.06490



Entry 3:
A structure of composition C6H14O2 at a distorted geometry. Source: the OMol25 dataset; level of theory: wB97M-V/def2-TZVPD.

## Properties
- Kohn-Sham gap: 4.05 eV
- Charge: 0
- LUMO energy: -0.123 Eh
- Relative energy (zero: lowest compared OMol25 entry of this formula, charge and spin): 8.872 eV
- Spin multiplicity: 1
- HOMO energy: -7.4 eV

CARTESIAN COORDINATES (ANGSTROEM)
C 0.52281 -1.78006 -0.79789
C -0.30357 -0.57535 -0.35603
C -1.53521 -0.38014 -0.72342
C -2.80567 0.10140 -0.59337
C -3.34000 1.02581 0.25334
C 0.13598 -0.14641 1.02682
H 0.52124 -2.56563 -0.04695
H 1.52751 -1.37730 -0.97089
H 0.11665 -2.22913 -1.71045
H -0.24784 1.99848 -1.04107
H -3.60496 -0.21970 -1.27245
H -2.71618 1.78918 0.69674
H -4.37228 1.28864 0.09886
H 1.04684 0.46005 0.99301
H 0.27974 -1.00132 1.67810
H -0.58516 0.54215 1.48235
H 3.53052 1.49169 -0.54808
H -0.09916 2.51465 -0.51329
O 2.78436 0.89928 -0.57559
H 3.40117 -0.87839 1.71326
H 2.86943 0.02338 0.28608
O 2.87378 -0.98128 0.92090



Entry 4:
A cluster of 14 separate species, C74H86F2N13O10S2 in total at a distorted geometry. Source: the OMol25 dataset; level of theory: wB97M-V/def2-TZVPD.

## Properties
- Kohn-Sham gap: 0.63 eV
- Charge: +9
- LUMO energy: -0.444 Eh
- Relative energy (zero: lowest compared OMol25 entry of this formula, charge and spin): 24.802 eV
- Spin multiplicity: 1
- HOMO energy: -12.7 eV

CARTESIAN COORDINATES (ANGSTROEM)
C -1.82990 -12.99237 -6.94595
N -1.16094 -12.97653 -5.62576
C -0.54738 -11.87695 -5.15118
C 0.23296 -11.88626 -4.06357
C 0.39755 -13.05851 -3.40699
C -0.47560 -14.13586 -3.67505
C -1.25636 -14.08652 -4.81520
C 1.34948 -13.43351 -2.34577
C 0.95755 -13.34908 -1.02939
C 1.85956 -13.79733 -0.14066
N 3.01762 -14.28577 -0.51033
C 3.35927 -14.37924 -1.80562
C 2.57140 -13.91798 -2.79489
C 3.91475 -14.75199 0.53495
H -2.47216 -12.07545 -6.81447
H -2.35467 -13.91525 -7.03214
H -1.06430 -12.80563 -7.67652
H -0.67143 -11.03712 -5.79893
H 0.69333 -10.93093 -3.67477
H -0.55115 -15.03625 -3.10335
H -2.00131 -14.84293 -5.09203
H -0.00735 -13.00635 -0.70819
H 1.74666 -13.86523 0.93732
H 4.26463 -14.93900 -1.99441
H 2.90479 -14.06496 -3.85083
H 3.85844 -15.86783 0.54677
H 3.73550 -14.22449 1.46174
H 5.00920 -14.53804 0.34171
C -5.17950 3.46259 -11.47722
N -4.27788 2.54271 -12.23485
C -3.65187 1.52311 -11.62069
C -2.86728 0.62721 -12.30243
C -2.81837 0.69008 -13.66853
C -3.50240 1.70590 -14.35502
C -4.15809 2.60879 -13.60760
C -1.96878 -0.24846 -14.41598
C -0.62125 0.05077 -14.48037
C 0.17507 -0.54973 -15.44742
N -0.31408 -1.47475 -16.28676
C -1.55062 -1.97930 -16.03524
C -2.39285 -1.32199 -15.14812
C 0.47308 -1.90834 -17.45785
H -4.49967 4.13985 -10.91383
H -5.71504 2.91212 -10.77506
H -5.80164 3.99255 -12.13836
H -3.75238 1.50058 -10.60791
H -2.51451 -0.20450 -11.73913
H -3.45301 1.78019 -15.39231
H -4.76031 3.43683 -14.04620
H -0.25870 0.85574 -13.77644
H 1.23368 -0.24270 -15.77425
H -1.81256 -2.88622 -16.58219
H -3.34098 -1.79653 -15.01263
H 1.44490 -2.18554 -17.15232
H 0.53386 -1.10069 -18.14641
H -0.06107 -2.76813 -17.91047
C 5.80797 14.15414 10.31426
N 6.39317 14.48335 9.03323
C 7.65130 14.01824 8.73116
C 8.31375 14.45999 7.60256
C 7.56987 15.23663 6.63837
C 6.21975 15.66844 6.86598
C 5.65791 15.28616 8.15736
C 8.22649 15.51853 5.24249
C 9.18837 16.44696 5.11732
C 9.76505 16.71154 3.87438
N 9.32078 16.01634 2.80691
C 8.33928 15.13861 2.90041
C 7.82311 14.80892 4.08837
C 9.99038 16.25439 1.52125
H 4.85852 13.69806 10.09019
H 5.88498 15.10341 10.92578
H 6.36826 13.35723 10.82850
H 7.92820 13.23558 9.47562
H 9.35199 14.18913 7.38882
H 5.65696 16.17192 6.13488
H 4.60507 15.35842 8.29637
H 9.62642 17.15917 5.82162
H 10.42129 17.52390 3.58937
H 8.26703 14.48174 2.04675
H 7.10714 14.01249 4.16076
H 11.06061 15.99431 1.59688
H 9.73239 17.14817 0.97289
H 9.60705 15.34272 1.00466
C -17.33361 2.81917 2.53457
N -16.74337 3.91700 3.38606
C -17.58026 4.67651 4.14625
C -17.07092 5.64367 4.94340
C -15.72024 5.95837 4.88078
C -14.91483 5.30075 3.93908
C -15.48963 4.23963 3.22262
C -14.99896 6.88560 5.83411
C -14.25677 6.26364 6.80378
C -13.40687 7.03420 7.60478
N -13.27708 8.32054 7.31514
C -14.00604 8.96639 6.43173
C -14.93865 8.28862 5.68802
C -12.11701 9.10461 7.97074
H -18.22062 3.10462 1.93934
H -17.49245 1.97689 3.24348
H -16.48755 2.47011 1.79633
H -18.64694 4.46502 4.11998
H -17.64863 6.25648 5.57951
H -13.91664 5.60496 3.73272
H -14.98170 3.54680 2.61664
H -14.29244 5.18410 6.89167
H -12.90021 6.59344 8.42331
H -13.73468 10.02855 6.29035
H -15.51243 8.78732 4.90170
H -11.43635 8.34281 8.38244
H -12.62577 9.67162 8.75623
H -11.62218 9.85859 7.37806
C 13.48182 -0.08367 5.77623
N 14.38764 0.39787 4.72788
C 15.79393 -0.28239 4.73547
C 16.54230 -0.22065 3.37566
C 16.07422 0.69328 2.41641
C 15.02671 1.52998 2.71978
C 14.17394 1.37368 3.86566
C 16.56602 0.45196 1.03217
C 17.65898 -0.22180 0.59924
C 17.69002 -0.43255 -0.87035
N 16.69154 -0.03941 -1.66221
C 15.78456 0.87939 -1.19103
C 15.73817 1.17573 0.13852
C 16.80796 -0.46918 -3.14279
H 13.96084 -0.85841 6.43998
H 12.47786 -0.63036 5.42470
H 13.03119 0.78378 6.26996
H -1.68416 -3.40010 -11.46077
H 17.35152 -0.94095 3.12533
H 14.62082 2.26060 2.01205
H 13.37079 1.98071 4.31305
H 18.52164 -0.56465 1.21281
H 18.62313 -0.79313 -1.26135
H 15.13463 1.32768 -1.87995
H 15.00024 1.89935 0.55395
H 17.83589 0.01022 -3.45015
H 15.84301 -0.17250 -3.69871
H 16.93747 -1.59320 -3.14834
C -11.52419 -4.64486 2.30611
N -10.74330 -5.81679 2.57136
C -10.29445 -6.55977 1.52262
C -9.66845 -7.74465 1.70760
C -9.39329 -8.21262 2.97914
C -9.78278 -7.43605 4.05341
C -10.50001 -6.25059 3.79061
C -8.62664 -9.51201 3.28124
C -8.73813 -10.59953 2.46768
C -7.95916 -11.77735 2.67211
N -7.16565 -11.77851 3.80748
C -7.06056 -10.70525 4.69437
C -7.81348 -9.54820 4.42664
C -6.65684 -13.08505 4.26751
H -12.46457 -4.69948 2.85239
H -11.82370 -4.56464 1.29093
H -11.15011 -3.71829 2.72803
H -10.70654 -6.22554 0.57480
H -9.10788 -8.24403 0.89946
H -9.67611 -7.71237 5.07006
H -10.74687 -5.58988 4.59095
H -9.35091 -10.69661 1.53486
H -7.85684 -12.58777 2.04107
H -6.35845 -10.85814 5.51485
H -7.62124 -8.70543 5.00058
H -7.28653 -13.88304 3.92532
H -6.82655 -13.11827 5.35631
H -5.58176 -13.16780 3.98002
O 16.32408 -0.82171 5.60882
C -0.44561 2.32606 5.98968
O 0.08399 2.85586 5.09533
O -0.91085 1.80117 6.98059
H 12.10461 20.98149 -2.02990
O 8.81023 -12.90335 16.09968
C 7.02716 -8.25489 3.47527
O 6.79585 -8.86797 2.47367
O 7.19595 -7.50424 4.46470
H 8.55509 -11.95832 15.43110
N 3.95546 -0.84302 -4.73448
S 0.21023 15.86225 -1.85609
O -1.15613 15.70838 -2.24164
O 5.25490 -0.97893 -5.05564
F 0.17971 16.30637 -0.44394
S -1.15382 -3.28850 0.54855
O 0.18344 -3.28601 -0.09108
O -2.00260 -2.27933 1.13214
F -1.40754 -4.84737 1.03168



Entry 5:
The ion C5H9N2 with charge +1 at a distorted geometry. Source: the OMol25 dataset; level of theory: wB97M-V/def2-TZVPD.

## Properties
- Kohn-Sham gap: 13.00 eV
- Charge: +1
- LUMO energy: -0.123 Eh
- Structure (SMILES): C[N+]1(C)C[C@H]1C#N
- Relative energy (zero: lowest compared OMol25 entry of this formula, charge and spin): 4.982 eV
- Spin multiplicity: 1
- HOMO energy: -16.4 eV

CARTESIAN COORDINATES (ANGSTROEM)
C 0.90243 0.68994 1.04947
N -0.11818 -0.03313 0.18188
C -0.40558 0.63885 -1.04478
C 0.03199 -1.47695 -0.05187
C -1.11016 -0.94490 0.70312
C -1.26040 -1.19907 2.11315
N -1.51413 -1.01378 3.21862
H 0.78213 1.61954 1.58249
H 1.24374 -0.03083 1.70836
H 1.74750 0.79400 0.21182
H -0.93810 1.53858 -0.71309
H 0.38219 0.92283 -1.77925
H -1.20684 -0.03324 -1.60822
H 0.66291 -2.11165 0.55641
H -0.22922 -2.00041 -0.99414
H -2.02105 -0.84791 0.31807